Below is a molecular structure, C36H60NO6SSn, with properties calculated with ωB97M-V with the def2-TZVPD basis set.

```
! RIJCOSX wB97M-V def2-TZVPD def2/J DEFGRID3
* xyz 3 1
Sn -0.092 0.736 -0.550
C -4.146 -1.011 6.328
C -3.648 0.360 5.832
C -2.587 0.883 6.797
C -4.824 1.356 5.789
C -3.110 0.202 4.429
C -1.835 0.477 4.083
C -1.416 0.282 2.729
N -0.218 0.425 2.279
C 0.910 0.501 3.019
C 1.257 -0.366 4.012
C 2.474 -0.188 4.708
C 3.361 0.898 4.390
C 3.126 1.801 3.410
C 1.927 1.534 2.545
O 1.759 2.023 1.456
C 4.017 2.982 3.113
C 4.732 2.738 1.766
C 5.077 3.153 4.204
C 3.171 4.267 3.044
C 2.814 -1.146 5.814
C 3.092 -2.502 5.112
C 4.045 -0.744 6.627
C 1.609 -1.300 6.765
C -2.454 -0.074 1.658
O -2.102 -0.007 0.482
C -3.795 -0.463 2.095
C -4.051 -0.297 3.407
C -4.830 -0.958 1.089
C -4.276 -2.184 0.348
C -5.165 0.166 0.096
C -6.124 -1.373 1.792
H -4.541 -0.895 7.337
H -4.949 -1.421 5.714
H -3.334 -1.739 6.366
H -3.024 0.985 7.789
H -1.743 0.194 6.885
H -2.217 1.867 6.503
H -5.186 1.513 6.805
H -4.512 2.323 5.390
H -5.666 0.990 5.200
H -1.113 0.822 4.807
H 0.583 -1.165 4.285
H 4.238 1.008 5.006
H 5.292 1.801 1.783
H 4.039 2.727 0.929
H 5.446 3.546 1.608
H 5.795 2.331 4.215
H 5.638 4.065 4.006
H 4.633 3.251 5.197
H 2.388 4.212 2.290
H 2.722 4.496 4.012
H 3.824 5.098 2.781
H 3.936 -2.432 4.425
H 3.345 -3.230 5.883
H 2.220 -2.871 4.572
H 4.953 -0.716 6.023
H 3.915 0.220 7.122
H 4.205 -1.489 7.405
H 0.745 -1.759 6.284
H 1.904 -1.951 7.586
H 1.312 -0.340 7.191
H -5.041 -0.532 3.766
H -3.354 -1.950 -0.185
H -4.081 -3.007 1.038
H -5.010 -2.532 -0.380
H -4.303 0.446 -0.506
H -5.956 -0.171 -0.576
H -5.533 1.051 0.620
H -5.954 -2.150 2.539
H -6.625 -0.527 2.268
H -6.814 -1.779 1.053
C 3.359 -0.042 -2.098
O 2.339 -0.532 -1.220
C 2.517 -1.897 -0.882
C 1.494 -2.248 0.174
O 0.159 -1.851 -0.183
C -0.455 -2.600 -1.243
C -0.400 -1.815 -2.537
O -0.984 -0.507 -2.322
C -2.362 -0.412 -2.738
H 4.340 -0.136 -1.629
H 3.148 1.008 -2.287
H 3.353 -0.593 -3.041
H 3.520 -2.069 -0.476
H 2.417 -2.528 -1.773
H 1.711 -1.716 1.101
H 1.513 -3.320 0.380
H -1.490 -2.762 -0.940
H 0.022 -3.575 -1.356
H -0.944 -2.328 -3.331
H 0.618 -1.637 -2.874
H -2.409 -0.481 -3.823
H -2.722 0.558 -2.408
H -2.954 -1.202 -2.277
C -3.883 3.386 -1.279
S -2.154 3.755 -1.496
C -2.139 4.004 -3.259
O -1.421 2.418 -1.281
H -4.453 4.279 -1.536
H -4.040 3.149 -0.228
H -4.169 2.550 -1.916
H -2.789 4.850 -3.484
H -2.489 3.102 -3.758
H -1.120 4.244 -3.553
*
```

For the HOMO-LUMO gap, the calculation gives 0.2232 Ha. For the HOMO energy, the calculation gives -16.719 eV.



Below is a molecular structure, C4H7AgO, with properties calculated with ωB97M-V with the def2-TZVPD basis set.

```
! RIJCOSX wB97M-V def2-TZVPD def2/J DEFGRID3
* xyz 1 2
C 2.001 -1.967 0.300
C 0.711 -0.082 0.185
C -0.464 -0.684 0.854
O -1.612 -0.219 0.759
Ag -3.357 0.688 -0.859
H 2.441 -1.919 1.299
H 0.313 0.695 -0.491
H 1.875 -2.946 -0.163
H 0.988 0.296 1.288
C 1.882 -0.738 -0.524
H 2.776 -0.094 -0.450
H 1.632 -0.969 -1.569
H -0.378 -1.616 1.446
*
```

For the HOMO-LUMO gap (spin up / spin down), the calculation gives 0.1859 / 0.2913 Ha. The expectation value of S² is 0.753. For the HOMO energy (spin up / spin down), the calculation gives -11.353 / -14.222 eV.



Below is a molecular structure, C3H6N4, with properties calculated with ωB97M-V with the def2-TZVPD basis set.

```
! RIJCOSX wB97M-V def2-TZVPD def2/J DEFGRID3
* xyz 0 1
C -1.654 -0.212 -0.449
C -0.610 0.614 -0.785
C 1.916 -0.660 1.093
H -1.537 -0.678 0.831
H -1.515 -1.256 -1.435
H -2.775 0.299 -0.803
H -0.794 1.657 -0.606
H -0.030 0.312 -1.834
H 2.625 -1.337 1.230
N 0.416 0.333 0.027
N 1.104 -0.839 0.128
N 1.984 0.667 1.592
N 0.871 1.100 1.011
*
```

For the HOMO-LUMO gap, the calculation gives 0.4101 Ha. For the HOMO energy, the calculation gives -10.546 eV.



Below is 2 unconnected molecules or ions with the total composition C5H15NO, with properties calculated with ωB97M-V with the def2-TZVPD basis set.

```
! RIJCOSX wB97M-V def2-TZVPD def2/J DEFGRID3
* xyz -1 2
C 1.366 1.144 0.466
N 0.653 -0.038 -0.077
C 1.517 -1.234 -0.095
C 0.995 -2.318 0.852
C 0.134 0.298 -1.379
C 0.418 2.330 0.651
H 1.821 0.933 1.445
H 2.146 1.419 -0.272
H 1.652 -1.606 -1.095
H 2.453 -0.854 0.332
H 0.476 -2.004 1.760
H 1.697 -3.095 1.171
H 0.190 -2.868 0.345
H -0.806 0.863 -1.310
H 0.750 0.789 -2.169
H -0.334 -0.633 -1.748
H 0.053 2.697 -0.307
H 0.770 3.239 1.153
H -0.528 2.000 1.093
H -4.106 -0.897 0.243
H -3.335 0.223 -0.350
O -4.246 -0.119 -0.319
*
```

For the HOMO-LUMO gap (spin up / spin down), the calculation gives 0.1009 / 0.3315 Ha. The expectation value of S² is 0.750. For the HOMO energy (spin up / spin down), the calculation gives 1.167 / -5.280 eV.